(1)
Entry from the Open Molecules 2025 dataset: a molecular structure, C20H47AlN6O7 at a distorted geometry (ωB97M-V with the def2-TZVPD basis set).

Properties
Highest occupied orbital energy   -13.992 eV
Kohn-Sham gap   3.00 eV
Calculated total energy   -51340.333 eV
Strongest force on any atom   9.9 eV Å⁻¹
Relative energy (zero: lowest compared OMol25 entry of this formula, charge and spin)   10.747 eV

Structure (ORCA input):
```
! wB97M-V def2-TZVPD RIJCOSX def2/J DEFGRID3
* xyz 2 1
Al -1.843 2.741 1.639
C 1.347 1.045 -0.151
C -0.113 0.799 -0.055
O -0.758 1.020 1.200
H 1.647 0.588 -1.094
H 1.977 0.701 0.669
H 1.510 2.117 -0.043
H -0.165 -0.269 -0.268
H -0.675 1.272 -0.860
C -2.949 -2.599 2.694
O -3.377 -2.379 3.861
N -1.769 -2.224 2.216
C -1.326 -2.346 0.852
C -0.739 -1.481 3.070
H -3.546 -3.021 1.871
H -0.390 -2.902 0.899
H -1.079 -1.370 0.432
H -2.123 -2.697 0.196
H -0.359 -0.580 2.587
H -1.089 -1.232 4.072
H 0.002 -2.215 3.385
C -3.737 1.228 -0.113
O -2.779 1.884 0.377
N -3.641 0.034 -0.748
C -2.325 -0.600 -0.923
C -4.962 -0.484 -1.404
H -4.780 1.581 -0.096
H -2.067 -0.309 -1.942
H -2.414 -1.674 -1.089
H -1.546 -0.288 -0.228
H -5.018 -0.370 -2.487
H -4.939 -1.563 -1.251
H -5.861 -0.083 -0.936
C 0.300 3.432 -2.272
O -0.525 4.170 -1.780
N -0.055 2.540 -3.254
C 0.953 1.649 -3.699
C -1.349 2.314 -3.823
H 1.326 3.460 -1.875
H 0.476 0.860 -4.281
H 1.509 1.123 -2.923
H 1.597 2.111 -4.447
H -1.573 1.256 -3.966
H -2.135 2.847 -3.288
H -1.301 2.761 -4.816
C 0.760 1.897 2.682
O -0.304 2.291 3.167
N 1.762 2.730 2.432
C 3.050 2.210 1.841
C 1.888 4.087 3.026
H 0.959 0.855 2.387
H 3.774 2.177 2.655
H 3.334 2.906 1.052
H 3.019 1.236 1.352
H 2.696 3.936 3.742
H 2.017 4.892 2.302
H 0.941 4.327 3.509
C -0.316 -2.637 -3.906
O 0.405 -3.535 -4.331
N -0.140 -2.231 -2.609
C -0.896 -1.101 -2.091
C 0.900 -2.734 -1.713
H -1.165 -2.222 -4.471
H -0.184 -0.286 -1.961
H -1.156 -1.223 -1.040
H -1.776 -0.726 -2.615
H 0.673 -3.496 -0.967
H 1.763 -3.155 -2.230
H 1.208 -1.892 -1.093
C 2.930 -3.230 2.409
O 2.353 -3.443 3.474
N 3.147 -1.954 1.983
C 3.553 -1.660 0.730
C 2.734 -0.688 2.726
H 3.448 -3.928 1.733
H 3.444 -2.605 0.198
H 4.636 -1.545 0.735
H 3.179 -0.834 0.124
H 3.670 -0.196 2.989
H 1.980 -0.166 2.138
H 2.373 -0.903 3.731
*
```

List of Mulliken charges in e, atom by atom: atom 1 (Al): 1.04, atom 2 (C): -0.27, atom 3 (C): 2.31, atom 4 (O): -0.90, atom 5 (H): 0.05, atom 6 (H): -2.35, atom 7 (H): 0.26, atom 8 (H): -0.54, atom 9 (H): 0.25, atom 10 (C): 0.20, atom 11 (O): -0.60, atom 12 (N): 0.22, atom 13 (C): -0.49, atom 14 (C): -1.93, atom 15 (H): 0.33, atom 16 (H): 0.48, atom 17 (H): 2.42, atom 18 (H): 0.15, atom 19 (H): 0.84, atom 20 (H): 0.44, atom 21 (H): 0.38, atom 22 (C): -0.03, atom 23 (O): -0.15, atom 24 (N): 0.35, atom 25 (C): -0.14, atom 26 (C): -0.86, atom 27 (H): 0.43, atom 28 (H): 0.07, atom 29 (H): 0.41, atom 30 (H): -1.75, atom 31 (H): 0.34, atom 32 (H): 0.34, atom 33 (H): 0.36, atom 34 (C): -0.06, atom 35 (O): -0.62, atom 36 (N): 0.26, atom 37 (C): -1.14, atom 38 (C): -0.87, atom 39 (H): 0.52, atom 40 (H): 0.40, atom 41 (H): 0.33, atom 42 (H): 0.44, atom 43 (H): 0.28, atom 44 (H): 0.28, atom 45 (H): 0.37, atom 46 (C): 0.21, atom 47 (O): -0.72, atom 48 (N): 0.29, atom 49 (C): -1.22, atom 50 (C): -0.94, atom 51 (H): 0.52, atom 52 (H): 0.38, atom 53 (H): 0.42, atom 54 (H): 1.30, atom 55 (H): 0.34, atom 56 (H): 0.30, atom 57 (H): 0.37, atom 58 (C): 0.15, atom 59 (O): -0.55, atom 60 (N): -0.05, atom 61 (C): 0.59, atom 62 (C): -0.65, atom 63 (H): 0.39, atom 64 (H): -0.65, atom 65 (H): -2.39, atom 66 (H): 0.99, atom 67 (H): 0.30, atom 68 (H): 0.49, atom 69 (H): -0.11, atom 70 (C): 0.08, atom 71 (O): -0.55, atom 72 (N): 0.24, atom 73 (C): -1.24, atom 74 (C): -0.56, atom 75 (H): 0.41, atom 76 (H): 0.43, atom 77 (H): 0.28, atom 78 (H): 0.37, atom 79 (H): 0.57, atom 80 (H): 0.07, atom 81 (H): 0.30

(2)
Entry from the Open Molecules 2025 dataset: 3 unconnected molecules or ions with the total composition C20H47BN3O5P2S at a distorted geometry (ωB97M-V with the def2-TZVPD basis set).

Properties
Highest occupied orbital energy (alpha / beta)   -10.003 / -10.765 eV
Kohn-Sham gap (alpha / beta)   5.04 / 5.81 eV
Calculated total energy   -66290.622 eV
Strongest force on any atom   4.1 eV Å⁻¹

Structure (ORCA input):
```
! wB97M-V def2-TZVPD RIJCOSX def2/J DEFGRID3
* xyz 1 3
C -1.967 2.627 9.401
C -2.621 1.199 9.327
B -2.183 0.290 8.101
O -3.149 -0.530 7.496
S -0.441 0.136 7.360
P 0.727 -0.716 8.996
O 0.413 -2.194 9.007
P 0.420 2.078 6.831
N 0.633 2.125 5.134
O 2.007 1.929 7.401
H -2.684 3.275 9.940
H -1.799 3.107 8.430
H -1.067 2.606 10.041
H -3.719 1.302 9.297
H -2.358 0.666 10.268
H -3.073 -1.396 7.920
H 0.150 -0.141 10.165
H 2.100 -0.403 8.834
H 0.122 2.887 4.702
H 0.475 1.238 4.665
H 2.068 2.379 8.250
C 0.289 -0.043 -0.978
C -0.762 0.619 -0.063
C -1.827 1.303 -0.931
C -1.306 2.558 -1.623
C -0.690 3.524 -0.615
C 0.339 2.878 0.325
N -0.118 1.577 0.880
O -0.971 1.829 1.844
C 1.682 2.680 -0.407
C 0.669 3.889 1.437
C -1.398 -0.560 0.688
H -0.097 -0.972 -1.400
H 0.567 0.563 -1.837
H 1.194 -0.297 -0.423
H -2.692 1.571 -0.316
H -2.196 0.600 -1.682
H -0.577 2.301 -2.397
H -2.130 3.053 -2.142
H -0.226 4.356 -1.151
H -1.502 3.961 -0.024
H 2.383 2.115 0.210
H 2.145 3.644 -0.625
H 1.588 2.178 -1.367
H -0.224 4.232 1.962
H 1.142 4.776 1.015
H 1.358 3.460 2.169
H -0.649 -1.091 1.280
H -1.827 -1.268 -0.021
H -2.208 -0.254 1.351
C -0.281 -3.981 -6.930
C -0.440 -2.705 -6.075
C -0.002 -1.487 -6.899
C 1.508 -1.430 -7.112
C 2.251 -1.513 -5.781
C 1.807 -2.679 -4.886
N 0.329 -2.820 -4.805
O -0.114 -1.903 -3.982
C 2.421 -4.002 -5.388
C 2.437 -2.480 -3.497
C -1.949 -2.622 -5.805
H -1.095 -4.061 -7.652
H 0.630 -4.001 -7.523
H -0.314 -4.878 -6.309
H -0.323 -0.566 -6.401
H -0.505 -1.498 -7.869
H 1.838 -2.231 -7.780
H 1.768 -0.495 -7.614
H 3.325 -1.585 -5.972
H 2.101 -0.567 -5.250
H 2.019 -4.853 -4.834
H 3.502 -4.001 -5.242
H 2.269 -4.181 -6.449
H 2.196 -1.507 -3.068
H 3.524 -2.532 -3.564
H 2.108 -3.254 -2.800
H -2.293 -3.501 -5.256
H -2.497 -2.580 -6.746
H -2.231 -1.733 -5.241
*
```

List of Mulliken charges in e, atom by atom: atom 1 (C): -0.92, atom 2 (C): -0.42, atom 3 (B): 0.44, atom 4 (O): -0.41, atom 5 (S): -0.04, atom 6 (P): 0.37, atom 7 (O): -0.53, atom 8 (P): 0.32, atom 9 (N): -0.42, atom 10 (O): -0.53, atom 11 (H): 0.35, atom 12 (H): 0.29, atom 13 (H): 0.23, atom 14 (H): 0.31, atom 15 (H): 0.37, atom 16 (H): 0.35, atom 17 (H): 0.13, atom 18 (H): 0.18, atom 19 (H): 0.27, atom 20 (H): 0.27, atom 21 (H): 0.36, atom 22 (C): -2.01, atom 23 (C): 2.07, atom 24 (C): -1.37, atom 25 (C): -0.46, atom 26 (C): -1.32, atom 27 (C): 1.80, atom 28 (N): 0.56, atom 29 (O): -0.66, atom 30 (C): -1.73, atom 31 (C): -1.81, atom 32 (C): -1.97, atom 33 (H): 0.55, atom 34 (H): 0.12, atom 35 (H): 0.42, atom 36 (H): 0.42, atom 37 (H): 0.38, atom 38 (H): 0.28, atom 39 (H): 0.41, atom 40 (H): 0.38, atom 41 (H): 0.37, atom 42 (H): 0.39, atom 43 (H): 0.47, atom 44 (H): 0.32, atom 45 (H): 0.32, atom 46 (H): 0.43, atom 47 (H): 0.41, atom 48 (H): 0.42, atom 49 (H): 0.42, atom 50 (H): 0.40, atom 51 (C): -1.77, atom 52 (C): 1.80, atom 53 (C): -1.26, atom 54 (C): -0.50, atom 55 (C): -1.23, atom 56 (C): 1.84, atom 57 (N): 0.19, atom 58 (O): -0.40, atom 59 (C): -1.81, atom 60 (C): -1.65, atom 61 (C): -1.86, atom 62 (H): 0.46, atom 63 (H): 0.31, atom 64 (H): 0.36, atom 65 (H): 0.34, atom 66 (H): 0.36, atom 67 (H): 0.32, atom 68 (H): 0.38, atom 69 (H): 0.37, atom 70 (H): 0.32, atom 71 (H): 0.38, atom 72 (H): 0.47, atom 73 (H): 0.32, atom 74 (H): 0.11, atom 75 (H): 0.45, atom 76 (H): 0.47, atom 77 (H): 0.45, atom 78 (H): 0.45, atom 79 (H): 0.31

- Among the records above, which one has the lowest strongest force on any atom?
  C20H47BN3O5P2S

- Among the records above, which one has the lowest calculated total energy?
  C20H47BN3O5P2S

- Among the records above, which one has the highest strongest force on any atom?
  C20H47AlN6O7